Entry from OMol25: a single CH6N2OS molecule in a non-equilibrium geometry (ωB97M-V/def2-TZVPD).

```
11
Properties=species:S:1:pos:R:3
S -0.323 0.002 0.158
O -1.192 -0.073 1.336
H -1.046 1.292 -1.632
H -1.008 -0.194 -2.208
N -1.245 0.369 -1.404
N 0.143 1.598 -0.022
H -0.489 2.383 0.342
H 1.452 -1.135 -0.176
C 0.474 -1.512 -0.012
H 0.171 1.831 -0.960
H 0.122 -1.865 0.989
```

Expectation value of S²: 2.01
E_LUMO (alpha / beta): 0.687 / -2.320 eV
2S+1: 3
HOMO-LUMO gap (alpha / beta): 6.0521 / 7.4623 eV

=====

Entry from OMol25: a molecular structure, C13H30BrMoO6P2S3Sb in a non-equilibrium geometry (ωB97M-V/def2-TZVPD).

```
57
Properties=species:S:1:pos:R:3
C -2.403 2.143 -0.921
O 1.567 -1.400 -0.563
C 0.971 -3.071 1.927
H -1.935 4.144 -1.583
S 3.191 0.097 1.419
O 1.357 1.314 -0.940
S 5.243 0.349 -1.208
H 1.790 -2.350 1.868
Mo 3.071 -0.026 -1.113
S 5.403 2.731 1.707
O -0.012 -2.741 0.882
P 0.162 -1.496 -0.046
C 1.502 -4.456 1.629
C -2.252 -3.614 -1.349
H 0.705 -2.741 -2.963
C -1.248 -2.708 -2.037
C 0.004 -3.432 -2.495
H -3.336 0.757 -2.266
H 0.290 0.101 1.752
H -1.476 4.770 0.794
C 1.933 4.124 1.004
H -4.386 1.340 -0.958
H -3.666 3.776 -1.509
H 0.469 4.057 -0.567
H -3.140 0.125 -0.628
H 2.589 3.399 0.521
O -0.933 -1.570 -1.144
H 0.492 -3.924 -1.652
H 2.214 -4.746 2.401
P 0.073 1.453 -0.196
C -0.305 0.011 0.842
H -2.670 3.110 -2.817
H -1.365 -0.017 1.094
H -2.428 2.406 0.142
O -1.047 1.704 -1.254
H -0.164 5.947 0.945
H -2.570 -4.387 -2.047
C 0.508 3.959 0.521
H -0.464 4.783 2.249
O 0.062 2.600 0.870
H 0.688 -5.181 1.612
Br 2.493 -0.414 -3.441
H 0.972 -3.215 4.064
H 2.289 5.126 0.766
C 0.273 -2.964 3.267
H 1.987 3.978 2.084
C -3.376 1.016 -1.208
H -1.803 -4.086 -0.477
C -0.463 4.924 1.168
H -1.716 -2.214 -2.887
H -0.574 -3.650 3.303
H -0.267 -4.194 -3.224
C -2.686 3.373 -1.759
H 2.012 -4.470 0.665
H -3.131 -3.050 -1.036
Sb 5.596 0.444 1.361
H -0.093 -1.949 3.433
```

Total charge: +1
Expectation value of S²: 3.79
E_LUMO (alpha / beta): -4.884 / -5.375 eV
2S+1: 4
HOMO-LUMO gap (alpha / beta): 6.3443 / 6.2568 eV

=====

Entry from OMol25: 2 unconnected molecules or ions with the total composition C4H8O in a non-equilibrium geometry (ωB97M-V/def2-TZVPD).

```
13
Properties=species:S:1:pos:R:3
H 0.135 0.382 0.296
H -1.391 -1.472 0.578
C -2.746 -0.266 -0.633
H 2.519 -0.546 0.841
H -2.938 -0.839 -1.548
C -2.047 -0.478 0.435
H 1.096 1.863 -0.469
H -3.405 0.610 -0.745
C 2.264 0.332 0.287
H -1.857 0.150 1.278
H 3.183 1.718 -0.458
C 1.057 0.847 -0.034
O 3.417 0.921 -0.032
```

E_LUMO: 1.074 eV
HOMO-LUMO gap: 10.0075 eV

=====

Quick rundown of DFT total energy, same order as above: -624.3180, -5724.5941, -232.3534 Ha